1.
# C6H12O

A structure of composition C6H12O at a distorted geometry (ωB97M-V/def2-TZVPD, the OMol25 dataset).

```
19
Properties=species:S:1:pos:R:3:forces:R:3:nbo_charge:R:1
H -0.9252 0.9424 -2.9387 0.156 -0.571 1.021 0.21
H -1.3001 -1.4539 1.8202 0.048 0.160 -0.103 0.22
H -1.2667 0.2639 2.2729 0.018 -0.075 -0.038 0.21
O -0.6207 -1.5302 -0.9834 -0.113 0.168 -0.489 -0.52
H -1.7016 0.3706 -1.1329 -2.930 -1.070 1.898 0.23
H 0.1113 -0.7803 2.6539 -0.168 0.093 -0.365 0.21
C 0.9125 0.9932 0.7286 0.157 0.074 0.052 -0.61
C -0.6626 -0.5669 1.8964 -0.194 0.093 -0.225 -0.60
C -0.2776 0.9064 -2.0250 0.758 -0.883 0.642 -0.68
C -0.0011 -0.2031 0.5549 0.019 0.343 -0.182 -0.08
H 1.6077 0.8445 1.5593 -0.025 0.019 -0.046 0.21
H 0.6906 -2.3815 0.4646 -0.209 0.269 -0.133 0.18
H 0.3081 1.8817 0.9486 0.131 -0.097 0.011 0.21
C 0.5503 -1.4713 -0.1368 0.084 -0.016 0.007 -0.06
C -0.8720 -0.1541 -0.7392 1.778 1.988 -2.159 0.09
H -0.1601 1.9665 -1.7203 0.015 -0.732 0.254 0.21
H 0.6649 0.4722 -2.3070 0.663 0.235 -0.434 0.20
H 1.4867 1.1945 -0.1791 -0.018 -0.020 0.170 0.22
H 1.4556 -1.2947 -0.7370 -0.167 0.022 0.120 0.17
```
Positions in Å, forces in eV/Å.

For the gap between HOMO and LUMO, the calculation gives 9.76 eV. The energy above the lowest of the compared OMol25 structures with the same formula, charge and spin is 69.4 kcal/mol. The calculation puts the total energy at -8461.3461 eV. For the lowest unoccupied orbital energy, the calculation gives 0.961 eV. Its spin multiplicity is 1. The value obtained for the HOMO energy is -0.3234 Ha.

---

2.
# C5H4N

A cluster of 2 separate species, C5H4N in total at a distorted geometry (ωB97M-V/def2-TZVPD, the OMol25 dataset).

```
10
Properties=species:S:1:pos:R:3:forces:R:3:lowdin_spin:R:1
C -0.4143 0.3418 -0.1606 1.350 0.607 0.457 0.43
H 2.8010 -0.3198 -0.8781 -1.328 -0.573 0.824 0.00
C 2.2864 -0.1952 0.1334 2.893 2.096 -0.189 0.01
H 2.3806 -1.0495 0.8267 0.069 0.572 -0.547 0.00
N 0.3354 1.4106 -0.4733 -0.697 0.112 -0.020 0.06
H -4.8525 -0.4597 0.0793 -1.939 -0.088 0.211 0.02
C 0.9812 0.3703 0.0135 -1.619 -1.281 -1.175 0.09
C -3.8269 -0.4684 0.1407 -7.704 -0.600 0.821 0.55
H 2.9832 0.7273 0.3392 -1.054 -1.635 0.674 0.00
C -2.6740 -0.3573 -0.0208 10.029 0.789 -1.057 0.84
```
Positions in Å, forces in eV/Å.

For the gap between HOMO and LUMO (alpha / beta), the calculation gives 10.09 / 7.00 eV. The energy above the lowest of the compared OMol25 structures with the same formula, charge and spin is 130.4 kcal/mol. The calculation puts the total energy at -6721.1662 eV. For the lowest unoccupied orbital energy (alpha / beta), the calculation gives -4.503 / -8.799 eV. Its spin multiplicity is 3. Its expectation value of S² is 2.008. As for the total charge: +1. The value obtained for the HOMO energy (alpha / beta) is -0.5363 / -0.5805 Ha.

---

3.
# C21H28BrClF3N2OPSi2

A cluster of 4 separate species, C21H28BrClF3N2OPSi2 in total (ωB97M-V/def2-TZVPD, the OMol25 dataset).

```
60
Properties=species:S:1:pos:R:3:forces:R:3:nbo_charge:R:1
H 0.7365 -1.2123 -1.5569 -0.004 -0.003 -0.006 0.23
C 1.3265 -2.3752 -3.2851 0.005 -0.013 -0.003 -0.19
Br 0.8159 -0.0721 1.1636 0.116 -0.042 0.040 -0.33
H 1.7278 -3.7621 -4.8721 -0.001 0.000 0.001 0.22
H 4.3776 4.1969 -2.3221 -0.001 0.000 0.001 0.22
H 3.1358 6.5135 1.0783 0.002 -0.004 0.008 0.23
F 1.7367 4.6090 2.1122 0.005 0.002 -0.011 -0.33
F 4.5852 -5.6329 4.9071 -0.005 0.007 -0.008 -0.33
N -3.5223 0.2409 3.5706 -0.034 -0.132 -0.149 -1.31
Si -3.4158 1.6762 -0.1790 -0.120 -0.165 -0.046 1.85
H 0.3728 -5.5693 -3.8673 0.006 0.003 0.003 0.22
H -2.8400 1.1696 -2.5041 -0.004 -0.082 0.101 0.27
H -4.2891 3.8261 0.1422 -0.005 -0.066 0.170 0.39
H 2.1263 -2.5585 1.5465 0.027 -0.046 -0.014 0.22
H -0.7901 -5.1917 -1.6968 -0.007 0.006 0.002 0.23
C -0.0705 -3.1873 -1.5443 -0.019 0.007 0.055 0.40
C 3.8451 5.4738 -0.6829 0.009 0.019 0.000 -0.19
H -4.3499 0.6024 0.2268 0.061 -0.028 0.007 -0.24
H -0.7516 2.2363 2.2753 -0.066 0.025 -0.035 -0.18
P -2.1953 -0.3984 3.0365 -0.131 0.283 -0.065 0.89
C 1.2198 -3.5991 -3.9313 0.000 0.000 0.015 -0.23
H -3.0191 3.6037 1.1597 -0.095 -0.096 0.097 0.40
C 3.0999 3.2021 -0.9139 0.002 -0.017 -0.004 -0.20
F -0.7074 -2.9850 -0.3672 0.004 -0.001 -0.006 -0.33
H 1.8247 2.4723 0.6718 0.038 0.046 0.000 0.22
C 3.9453 -4.8309 4.0294 0.027 -0.032 0.035 0.40
C -5.7211 2.9410 -2.8520 -0.052 -0.004 0.070 -0.63
H -2.2329 -1.6321 2.3512 0.122 -0.072 -0.015 -0.03
H 5.6827 -3.6326 3.7113 0.002 -0.008 0.000 0.23
H -5.5363 1.0678 -1.8412 -0.011 -0.196 -0.131 0.21
H 3.0801 2.2704 -1.4648 0.007 0.002 0.003 0.22
C 4.6447 -3.7901 3.4529 -0.020 0.013 -0.015 -0.29
C 3.9792 -2.9720 2.5506 0.010 0.018 -0.004 -0.19
H -4.3555 -0.2990 3.3714 -0.037 0.105 0.126 0.38
Cl -4.9306 0.5902 -4.0312 0.030 -0.001 -0.085 -0.08
H 2.1178 -5.9165 4.2231 0.004 0.002 0.008 0.23
C 2.6189 -5.0859 3.7457 -0.009 0.020 -0.022 -0.29
C 0.6764 -2.1572 -2.0785 -0.008 0.016 -0.020 -0.29
C -3.5364 1.8642 -2.0327 -0.119 0.162 -0.075 -0.94
H 4.4120 6.3180 -1.0531 -0.005 -0.003 -0.002 0.22
C -4.9600 1.6415 -2.5652 0.004 0.179 0.210 -0.17
N -3.7630 3.1324 0.6619 0.126 0.303 -0.297 -1.31
C -0.1949 -4.4162 -2.1586 0.019 -0.001 -0.022 -0.29
C 2.6448 -3.2002 2.2449 -0.011 -0.031 0.003 -0.23
C 3.8267 4.2825 -1.3952 -0.007 -0.001 0.010 -0.23
H -1.1930 -0.6493 4.0007 0.052 -0.127 0.010 -0.05
H 1.9204 -1.5817 -3.7200 -0.012 0.000 -0.006 0.22
O -1.8744 1.1828 0.2079 -0.259 0.142 0.231 -1.25
C 0.4599 -4.6140 -3.3663 -0.005 -0.017 -0.006 -0.19
C 2.4295 4.5020 0.9570 -0.045 0.003 0.055 0.39
H 0.9288 -4.4345 2.6057 0.006 -0.001 -0.007 0.22
H -6.4589 3.1287 -2.0700 0.028 0.018 0.038 0.22
H -3.2038 2.8729 -2.2922 0.111 -0.071 -0.126 0.24
H -5.0485 3.7972 -2.8873 0.021 -0.004 -0.115 0.21
H -6.2596 2.8836 -3.7951 0.000 0.003 0.018 0.24
C 3.1404 5.5956 0.5069 0.014 -0.011 -0.034 -0.29
C 1.9697 -4.2551 2.8431 -0.019 -0.008 0.001 -0.19
H 4.5095 -2.1508 2.0858 -0.004 0.000 0.005 0.22
C 2.3930 3.3027 0.2760 -0.006 0.026 -0.038 -0.25
Si -1.0903 0.9658 1.6100 0.264 -0.125 0.042 1.25
```
Positions in Å, forces in eV/Å.

For the gap between HOMO and LUMO, the calculation gives 9.09 eV. The calculation puts the total energy at -143023.9936 eV. For the lowest unoccupied orbital energy, the calculation gives 0.444 eV. Its SMILES is C[C@@H](Cl)C[Si@H](N)O[Si@H](Br)[PH2]=N.Fc1ccccc1.Fc1ccccc1.Fc1ccccc1. Its spin multiplicity is 1. The value obtained for the HOMO energy is -0.3177 Ha.

---

4.
# C35H34BF6NO2S

The molecule C35H34BF6NO2S at a distorted geometry (ωB97M-V/def2-TZVPD, the OMol25 dataset).

```
80
Properties=species:S:1:pos:R:3:forces:R:3:lowdin_charge:R:1
H 0.0133 2.6973 2.1408 0.269 0.024 -0.034 0.13
C -0.8648 -2.2507 2.1698 0.301 -0.351 0.299 -0.04
H -3.5575 0.4414 -5.8021 0.056 0.111 -0.061 0.08
H 3.0369 1.2693 -1.8727 0.202 0.021 0.266 0.14
H 6.7889 2.1575 1.0074 0.312 0.067 0.337 0.08
H -3.0100 -2.0282 0.3002 0.073 -0.031 0.504 0.10
H -2.0494 -1.2191 4.4576 -0.197 -0.069 0.031 0.10
B 0.7555 0.5341 0.1910 -2.471 2.558 0.409 -0.82
H 2.4342 -0.5238 -2.1690 -0.262 -0.407 -0.037 0.13
N -2.9075 0.7704 2.6780 -0.912 1.131 1.239 0.13
C 4.7034 1.5854 -0.4779 -0.685 -0.342 1.673 -0.08
H 2.5297 -4.6843 -1.2655 0.019 0.034 0.119 0.14
H -0.6431 -1.1128 0.0334 -0.597 -0.560 -0.090 0.11
C 2.0945 -4.4245 1.4202 -0.213 -0.631 0.886 -0.51
H -1.8422 0.3993 -6.2711 -0.202 0.174 -0.154 0.07
C -3.6431 3.1421 2.4819 0.201 0.902 -0.238 -0.02
H -3.1973 0.9208 -0.9645 0.100 -0.022 -0.245 0.11
C -2.9440 4.2067 0.4196 0.865 0.000 -0.740 -0.09
H -0.2615 -0.2192 -4.7570 0.106 0.132 -0.128 0.10
O 0.8150 0.8932 1.6096 0.074 -0.460 -1.294 -0.04
C -1.2399 0.1933 -1.5427 -0.383 0.195 -0.976 -0.14
O 0.8235 1.6829 -0.6826 -0.529 -0.261 0.496 0.01
H 0.4704 -0.6449 -2.4502 -0.089 0.208 -0.422 0.08
C 0.8917 2.3037 1.6131 0.106 0.341 0.614 -0.14
H 1.8107 2.5792 2.1340 -0.070 0.288 0.192 0.10
C -2.1444 0.6472 -4.2036 0.216 0.092 1.166 -0.28
C 6.0730 1.6976 1.6862 0.597 0.170 0.428 -0.11
S 3.6027 0.5567 1.6136 -0.457 -0.426 -0.539 1.19
C 1.8140 -2.0268 0.7729 0.446 1.368 0.077 0.05
C -2.6990 -1.7552 3.7580 0.196 -0.345 -0.234 -0.05
C -2.1240 1.9657 0.9209 0.190 -0.843 0.098 -0.12
H 5.8024 2.3950 2.4905 0.260 -0.110 -0.164 0.09
C 2.3361 -3.6690 -0.9488 -0.152 0.597 0.232 0.09
C 1.8849 -0.9059 -0.1380 2.481 -2.077 -1.031 -0.13
C -2.8812 2.0275 2.1101 -0.904 0.318 -0.287 -0.20
C 4.9073 1.3578 0.8769 -0.676 -0.250 -1.149 -0.58
F 1.4504 -2.6148 -4.0515 1.426 -0.290 0.700 0.12
H 0.1470 3.4906 -0.0593 0.058 0.181 0.068 0.10
H -3.3480 -3.2407 1.5815 -0.100 0.157 -0.167 0.09
F 2.9507 -4.1712 -3.5888 -0.244 1.225 0.134 0.13
C 0.9450 2.7906 0.1586 0.669 0.773 -0.005 -0.14
H -1.5670 3.1052 -0.8570 -0.410 -0.133 0.101 0.11
F 0.8330 -4.8491 1.7541 1.019 0.337 -0.218 0.12
C -2.2150 -1.5586 2.3144 -0.383 0.114 -0.399 -0.52
H -0.0624 -1.5706 2.4786 -0.302 -0.099 -0.119 0.09
C -0.8748 0.1170 -3.9309 -0.586 -0.169 -0.720 -0.04
C -0.4495 -0.1222 -2.6540 -0.506 -0.080 1.061 -0.02
C -1.6365 0.5710 0.8408 -0.830 -0.318 1.420 -0.06
C -2.1919 -0.1038 1.9452 1.383 0.756 -1.650 -0.16
F 2.7698 -5.5336 1.0064 -0.452 0.945 0.251 0.13
H -2.6086 1.9520 -5.8194 -0.048 -0.247 -0.150 0.08
C -0.7139 -0.0576 -0.1609 -0.940 -0.765 0.260 -0.07
C 2.1798 -1.3125 -1.4674 0.254 0.395 0.187 0.03
H -3.4904 0.5440 3.4823 0.487 0.091 -0.538 0.15
C -2.9618 0.9475 -3.1017 0.147 -0.408 -0.071 -0.03
H 1.8922 3.2868 -0.0565 0.231 0.200 0.116 0.12
C -3.2560 -2.1650 1.3687 -0.343 -0.579 -0.187 -0.03
C -2.5723 0.8747 -5.6111 -0.014 0.076 -0.185 -0.06
H -0.8199 -3.1186 2.8414 -0.046 0.126 -0.136 0.09
H 6.4900 0.7844 2.1317 0.141 0.361 -0.027 0.09
C 2.0687 -3.3347 0.3855 -0.059 -0.029 -0.768 -0.08
C -3.6391 4.2798 1.6403 0.004 -1.286 0.355 -0.10
H 1.6470 -1.8385 1.8251 0.250 0.079 -0.107 0.12
H -3.0134 5.0706 -0.2899 0.210 -0.888 0.748 0.11
C 2.6855 0.4343 0.1186 3.449 -0.004 0.034 -0.38
C 2.6033 -2.8779 -3.3330 0.010 0.092 -0.816 -0.48
C 3.4310 1.1396 -0.8656 -1.168 -1.279 0.075 -0.08
H -2.6266 -2.8331 3.9644 -0.195 0.354 0.160 0.09
H -0.6671 -2.6479 1.1638 -0.138 0.313 0.335 0.08
H -4.2039 5.1816 1.8994 0.184 -0.469 -0.073 0.10
C -2.1442 3.0885 0.0650 -0.827 0.890 0.582 -0.04
H -3.9946 1.2794 -3.2422 0.359 0.062 -0.114 0.11
C -2.5248 0.7245 -1.7930 0.615 -0.522 -0.301 -0.02
H -4.2130 3.1214 3.4162 0.146 0.093 -0.335 0.10
H -4.2330 -1.6894 1.5450 0.220 -0.183 -0.088 0.09
H 5.4401 2.0216 -1.1230 0.044 0.322 -0.176 0.11
F 2.6873 -3.9940 2.5751 -0.505 -0.408 -0.838 0.13
H -3.7461 -1.4521 3.8658 0.166 -0.036 0.185 0.08
C 2.3835 -2.6191 -1.8610 -0.556 -0.343 -0.198 -0.07
F 3.5906 -2.0598 -3.8416 -1.088 -0.950 0.377 0.12
```
Positions in Å, forces in eV/Å.

For the gap between HOMO and LUMO, the calculation gives 5.83 eV. The energy above the lowest of the compared OMol25 structures with the same formula, charge and spin is 81.1 kcal/mol. The calculation puts the total energy at -70247.7622 eV. For the lowest unoccupied orbital energy, the calculation gives -1.253 eV. Its spin multiplicity is 1. The value obtained for the HOMO energy is -0.2603 Ha.